# 1
82
Properties=species:S:1:pos:R:3 method="wB97M-V/def2-TZVPD" total_energy_ev=-58709.1232 lumo_ev=0.121 e_homo_ha=-0.2950 max_force_ev_per_a=3.18 smiles="C[C@H]1COC(=O)O1.C[C@H]1COC(=O)O1.C[C@H]1COC(=O)O1.C[C@H]1COC(=O)O1.c1cc[nH]c1.c1cc[nH]c1.c1cc[nH]c1" de_lowest_kcal_mol=0.0
C -0.5464 -0.6438 0.2671
C 0.4926 0.0815 -0.5802
C 1.2331 1.2309 0.1790
O 2.6463 0.9243 0.0472
C 2.7792 -0.2251 -0.6269
O 3.7879 -0.6358 -1.0241
O 1.5849 -0.8269 -0.7830
H -1.0097 -1.4464 -0.3224
H -1.3585 0.0121 0.5573
H -0.1373 -1.0932 1.1712
H 0.0625 0.4417 -1.5110
H 0.9042 1.3589 1.2030
H 1.0841 2.1561 -0.3924
C 3.2213 -1.7770 -4.4711
C 2.1278 -2.7331 -4.0708
C 1.1256 -3.0046 -5.2151
O 1.5171 -4.2758 -5.7050
C 2.3361 -4.8665 -4.7923
O 2.7303 -5.9517 -4.8814
O 2.6258 -4.0274 -3.7706
H 3.7092 -2.1253 -5.3858
H 3.9412 -1.6810 -3.6618
H 2.7718 -0.8058 -4.6820
H 1.6131 -2.3116 -3.2076
H 1.2327 -2.2442 -5.9823
H 0.0979 -3.0601 -4.8626
C -1.2219 4.2597 1.8520
C -2.1772 4.2467 0.6798
C -2.0776 5.5183 -0.2049
O -1.7179 5.0170 -1.4870
C -1.5862 3.6710 -1.4622
O -1.2319 3.0317 -2.3839
O -1.7897 3.1897 -0.2418
H -1.3706 5.1595 2.4450
H -0.2009 4.1308 1.5173
H -1.4827 3.4068 2.4828
H -3.2134 4.0647 0.9523
H -1.3249 6.2155 0.1453
H -3.0512 6.0003 -0.2655
C -7.2947 -0.0539 3.1287
C -6.1435 -0.9568 2.7534
C -5.6186 -0.7128 1.2917
O -4.2196 -0.3669 1.4439
C -3.8602 -0.4528 2.7629
O -2.7458 -0.3178 3.1556
O -4.9900 -0.5847 3.5607
H -7.6602 -0.2267 4.1377
H -8.1311 -0.2282 2.4433
H -6.9850 0.9865 3.0309
H -6.3725 -2.0079 2.9277
H -6.1234 0.1507 0.8615
H -5.7005 -1.5926 0.6642
N 1.6270 2.8732 -3.6392
C 2.7829 2.1772 -3.3727
C 3.8244 3.0271 -3.6033
C 3.2730 4.2828 -3.9987
C 1.9254 4.1611 -3.9883
H 0.6946 2.5345 -3.4871
H 2.7752 1.1527 -3.0353
H 4.8634 2.7600 -3.5466
H 3.8916 5.1115 -4.2994
H 1.1482 4.8377 -4.2926
N 2.4870 0.0658 3.8446
C 1.7860 -1.1119 3.7777
C 0.9854 -1.1729 4.8684
C 1.1134 0.0668 5.5583
C 2.0650 0.7918 4.9176
H 3.1998 0.3370 3.1995
H 1.9132 -1.8360 2.9893
H 0.3756 -2.0159 5.1426
H 0.5591 0.3426 6.4351
H 2.5377 1.7211 5.1843
N 2.4152 -4.5235 1.3127
C 1.4194 -3.7163 0.8403
C 0.3596 -3.7941 1.6836
C 0.7007 -4.7578 2.6716
C 1.9758 -5.1751 2.4153
H 3.2910 -4.6298 0.8480
H 1.5994 -3.2328 -0.1043
H -0.6016 -3.3320 1.5479
H 0.1389 -5.0537 3.5405
H 2.5921 -5.9090 2.9023

# 2
18
Properties=species:S:1:pos:R:3 method="wB97M-V/def2-TZVPD" total_energy_ev=-28982.6261 lumo_ev=-0.428 e_homo_ha=-0.3444 max_force_ev_per_a=4.17 smiles="O=P(O)=S.CC(C)N" de_lowest_kcal_mol=23.3
C -1.7956 -0.4812 1.0959
C -1.9473 0.9675 -0.9032
C -0.9635 0.0087 -0.0536
N -0.2954 -0.9863 -0.8450
O 4.1855 -1.3447 0.5524
O 2.6184 0.4810 0.3968
P 4.0979 0.1104 0.3076
S 5.2809 1.6609 -0.2333
H -2.2496 0.3358 1.6487
H -2.5822 -1.1779 0.6865
H -1.1852 -0.9869 1.8525
H -2.8190 0.3244 -0.9664
H -1.5176 1.2177 -1.8426
H -2.2941 1.8017 -0.2032
H -0.1851 0.6281 0.5746
H -0.9499 -1.6946 -1.2176
H 0.3299 -0.4524 -1.4938
H 2.2720 -0.4122 0.6439

# 3
112
Properties=species:S:1:pos:R:3 method="wB97M-V/def2-TZVPD" total_energy_ev=-404031.4187 lumo_ev=-4.207 e_homo_ha=-0.2221 max_force_ev_per_a=2.54
C -6.2977 2.4829 3.2052
C -5.1035 2.5424 4.1726
C -4.9703 1.3128 5.0659
C -3.8078 2.8954 3.4120
C -3.5188 2.1782 2.0871
C -3.5288 0.6486 2.1597
C -2.8225 -0.0702 0.9885
C -3.6332 -1.2185 0.3908
F -2.7492 -2.1582 0.0099
F -4.3978 -1.7862 1.3461
C -4.4777 -0.8590 -0.8826
F -3.9524 -1.4902 -1.9308
F -4.4164 0.4617 -1.1575
C -5.9766 -1.2705 -0.8475
F -6.1261 -2.5472 -0.4941
F -6.4307 -1.1556 -2.1119
C -6.9131 -0.3637 -0.0138
F -7.0238 0.8460 -0.5378
F -6.5099 -0.2490 1.2540
F -8.1172 -0.9267 -0.0084
C -4.3315 2.7083 0.8638
N -3.3335 3.1794 -0.1059
C -2.2825 3.5674 0.6895
N -1.5841 4.6388 0.4992
N -2.1669 2.6919 1.7047
H -6.3048 3.3964 2.6374
H -7.4620 2.4505 3.8320
H -6.2857 1.6706 2.4940
H -5.3134 3.3746 4.8370
H -4.3351 0.5376 4.6624
H -4.6187 1.6034 6.0474
H -5.9808 0.8878 5.2172
H -3.7475 3.9608 3.2142
H -2.9871 2.6633 4.0805
H -2.9871 0.4117 3.0669
H -4.5577 0.3426 2.2826
H -2.4747 0.6224 0.2305
H -1.9377 -0.5533 1.3814
H -5.0130 3.5107 1.1306
H -5.0033 1.9259 0.5349
H -3.7010 3.9982 -0.5873
H -0.6967 4.7704 0.9560
H -1.9541 5.3693 -0.0819
H -1.4117 2.0283 1.6671
C 4.1224 -0.8214 0.2861
C 3.2835 -0.3167 -0.6979
C 2.2792 0.5647 -0.3613
C 2.1265 0.9355 0.9615
C 2.9525 0.4460 1.9632
C 3.9572 -0.4411 1.6177
N 1.0627 1.8715 1.2861
O 0.3418 2.2476 0.3636
O 0.9192 2.2367 2.4368
H 4.9111 -1.5120 0.0150
H 3.3756 -0.5927 -1.7374
H 1.6225 0.9488 -1.1291
H 2.8221 0.7428 2.9937
H 4.6136 -0.8284 2.3900
C 2.6849 -1.4523 -4.9293
Br 1.6580 -1.6862 -3.2531
Br 2.1042 0.1360 -5.9842
Br 4.5921 -1.4582 -4.5491
H 2.4781 -2.3341 -5.5219
C -5.8193 -2.5177 6.3934
O -5.5480 -1.2682 7.0249
H -5.6722 -2.3880 5.3240
H -5.1384 -3.2924 6.7543
H -6.8511 -2.8284 6.5736
H -5.6803 -1.3843 7.9689
C 7.5717 -0.7709 2.7210
C 8.8795 -0.9882 2.6160
C 9.7459 -1.0426 3.8214
O 10.9374 -1.2358 3.7320
C 9.0955 -0.8487 5.1440
C 7.7870 -0.6324 5.2442
C 6.9233 -0.5772 4.0399
O 5.7265 -0.3804 4.1331
H 6.9260 -0.7254 1.8530
H 9.3634 -1.1332 1.6616
H 9.7444 -0.8929 6.0095
H 7.2933 -0.4878 6.1967
Br -7.9819 1.0887 4.9219
Be -0.7812 -1.2305 -3.2504
O -0.9531 -5.0546 -8.0660
S -1.3705 -3.6931 -7.9152
O -1.3132 -3.0547 -6.6404
O -2.8446 -3.5450 -8.5045
C -3.8497 -4.4536 -8.0191
C -4.3660 -4.0593 -6.6487
C -0.5499 -2.6806 -9.0967
H -3.4593 -5.4727 -8.0202
H -4.6558 -4.4117 -8.7494
H -3.5975 -4.1780 -5.8861
H -5.2173 -4.6845 -6.3763
H -4.6760 -3.0147 -6.6419
H -0.6342 -3.1446 -10.0754
H 0.4929 -2.6129 -8.7956
H -1.0036 -1.6933 -9.0881
F 9.4427 -0.5660 -0.2176
C 10.0843 0.3916 -0.9337
C 10.3945 1.5865 -0.3199
C 11.0528 2.5615 -1.0541
C 11.3800 2.3314 -2.3828
C 11.0532 1.1217 -2.9793
C 10.4031 0.1377 -2.2501
H 10.1237 1.7475 0.7154
H 11.3098 3.5024 -0.5874
H 11.8896 3.0956 -2.9535
H 11.3034 0.9427 -4.0157
H 10.1446 -0.8146 -2.6935
Cl -8.7052 3.3708 3.0271
Cl 1.5602 1.7630 -7.7993

# 4
53
Properties=species:S:1:pos:R:3 method="wB97M-V/def2-TZVPD" total_energy_ev=-34283.5768 lumo_ev=-2.277 e_homo_ha=-0.4930 max_force_ev_per_a=2.84 charge=+1 de_lowest_kcal_mol=4.4
C -3.2227 -2.7042 0.8967
N -1.0956 0.0524 0.1880
C -2.1151 -0.6766 0.5557
N -2.0408 -1.9861 0.4339
H -3.2400 -3.7000 0.4618
H -4.1673 -2.2318 0.6738
H -3.2488 -2.8351 1.9814
H -0.1873 -0.2845 -0.1011
H -0.9616 1.0580 0.2676
H -3.0376 -0.3131 0.9270
H -1.1860 -2.5221 0.3048
H -1.3650 2.7703 2.1880
H -0.9212 4.0061 2.9770
O -0.7257 3.0715 2.8590
H -0.0727 -4.4086 -1.8182
H -1.5286 -4.4139 -1.5372
O -0.8608 -3.8732 -1.9764
H 4.3775 -0.5962 -3.1402
H 4.7566 -1.3173 -1.7996
O 4.2711 -1.3967 -2.6247
H 2.4426 -0.9214 3.1832
H 1.0837 -0.9252 2.4271
O 2.0398 -0.9981 2.3135
H -0.3414 1.3447 3.5408
H 0.0746 0.0463 4.3295
O 0.2276 0.5595 3.5308
H -2.7131 3.0437 -0.1338
H -1.2650 2.8840 -0.3127
O -1.9223 2.9844 0.4189
H 1.4670 3.7357 1.6458
H 1.8967 2.3242 1.1487
O 1.7892 3.2542 0.8794
H 1.0831 -2.6452 -0.3810
H 1.4999 -2.3546 1.0467
O 0.9238 -2.9399 0.5343
H 1.7298 -0.6468 -1.1952
H 2.5846 -1.5287 -2.1083
O 1.7242 -1.5105 -1.6336
H 3.7330 2.3614 -2.3159
H 2.5405 2.2277 -1.6052
O 3.4936 2.2471 -1.3834
H 2.5629 1.1203 -0.2023
H 1.9957 0.1643 1.0492
O 1.8272 0.6416 0.2110
H -2.8405 0.4961 -1.7887
H -4.2700 0.9328 -1.3371
O -3.3573 0.8359 -1.0482
H -2.0176 -1.8437 -3.3376
H -0.8588 -1.3223 -2.6356
O -1.6610 -0.9998 -3.0345
H 0.6982 3.1056 -0.4517
H 0.2192 3.7168 -1.7994
O 0.1819 2.9112 -1.2718